(1)
Below is a structure of composition C14H32ClILaNO2P2 in a non-equilibrium geometry, with properties calculated with ωB97M-V with the def2-TZVPD basis set.

Properties
charge = +2
highest occupied orbital energy = -12.5 eV

Structure (XYZ):
```
54
Properties=species:S:1:pos:R:3:forces:R:3:mulliken_charge:R:1
C 0.41977 -5.46275 -0.95652 1.04 -0.20 0.21 -1.18
C -0.72881 -4.54250 -1.00746 0.92 2.32 0.47 0.52
H 1.32771 -4.89004 -0.72119 -0.25 -0.27 -0.08 0.28
H 0.54362 -5.97136 -1.92083 -0.10 0.02 0.25 0.37
H 0.25657 -6.22621 -0.18353 -0.01 0.10 -0.28 0.37
O -0.58348 -3.32081 -0.79223 -0.15 -2.13 -0.39 -0.19
I -3.51658 -2.51346 -0.96061 0.14 2.18 0.41 -0.43
La -0.56600 -0.44838 -0.27284 -2.81 -3.74 -0.63 1.30
P -1.26335 -1.54131 2.37778 -0.86 -1.08 1.78 0.36
C -0.41349 -0.82019 3.82689 0.26 0.38 -0.15 -1.17
C -3.00189 -1.53262 2.96670 0.09 0.44 -0.39 -1.08
H -3.03987 -1.99241 3.96191 0.02 0.13 -0.23 0.39
H -1.09222 -3.57320 3.69329 0.05 0.13 -0.38 0.45
H -3.63392 -2.07670 2.25829 0.09 0.10 0.11 0.30
H -1.49632 -3.91520 1.97212 0.10 0.08 0.15 0.25
H -0.69236 0.23908 3.90060 0.15 -0.19 0.16 0.34
H -3.33578 -0.49032 3.01791 -0.17 -0.23 0.10 0.37
C -0.88477 -3.30489 2.64573 0.38 -0.21 -0.37 -1.10
H -0.69008 -1.33786 4.75723 0.04 0.15 -0.35 0.37
H 0.17635 -3.48024 2.42678 -0.21 -0.16 0.11 0.35
H 0.67192 -0.89474 3.68054 -0.18 0.07 0.18 0.38
P -0.56948 -0.65035 -3.18764 -0.27 -0.40 -2.27 0.36
C 0.59153 0.52114 -3.97929 0.21 0.29 0.23 -1.19
C -0.00092 -2.20951 -3.94483 0.27 -0.34 0.39 -1.11
H -2.83285 -1.11251 -3.94674 0.09 0.11 -0.02 0.33
H -1.79249 -0.44994 -5.26295 -0.05 0.04 0.22 0.40
H -2.45356 0.62860 -3.98570 -0.10 -0.19 -0.21 0.38
C -2.06903 -0.37419 -4.20520 -0.09 0.32 0.54 -1.09
H -0.70662 -3.01220 -3.70428 0.12 0.14 -0.07 0.25
H 0.07544 -2.09388 -5.03626 -0.05 0.02 0.37 0.45
H 0.60546 0.38956 -5.07296 -0.03 0.04 0.42 0.38
H 1.60365 0.35572 -3.58294 -0.18 0.12 -0.19 0.35
H 0.98385 -2.46616 -3.53573 -0.14 -0.11 -0.19 0.36
H 0.27941 1.54731 -3.73977 0.17 -0.16 -0.18 0.36
Cl -2.17632 -5.37857 -1.39394 0.06 0.00 -0.04 -0.06
O 0.81951 1.17034 -0.03008 1.06 2.50 0.27 -0.47
C 1.10247 2.43043 0.13937 1.32 -0.26 -0.51 0.50
C 0.08791 3.38680 0.65420 -0.40 -0.21 -0.21 -0.57
C 0.41575 3.79745 2.09366 -0.12 0.35 0.31 -0.64
C 1.47757 4.88960 2.15166 0.10 0.01 0.30 -0.72
C 2.84675 4.47026 1.61208 0.00 0.34 0.32 -0.61
C 2.87804 4.16113 0.12356 0.22 0.23 0.13 -0.74
N 2.32525 2.82355 -0.15330 -0.81 -0.51 -0.25 -0.06
H 0.05707 4.24774 -0.03356 -0.01 -0.10 0.34 0.42
H -0.89758 2.90233 0.61371 0.23 0.08 -0.05 0.29
H -0.50285 4.14507 2.59055 0.27 -0.08 -0.27 0.39
H 0.75791 2.92238 2.65703 -0.06 -0.01 -0.01 0.32
H 1.12563 5.76515 1.59496 -0.01 -0.01 0.11 0.32
H 1.59059 5.19073 3.20146 0.01 0.04 -0.29 0.36
H 3.55233 5.29128 1.79766 -0.13 -0.22 -0.07 0.37
H 3.21488 3.60104 2.16635 0.09 0.06 -0.02 0.33
H 2.32568 4.92372 -0.44126 0.13 -0.22 -0.03 0.29
H 3.91894 4.15907 -0.21398 -0.32 -0.10 -0.14 0.45
H 2.90904 2.12298 -0.61643 -0.09 0.32 0.41 0.34
```
Positions in Å, forces in eV/Å.

---

(2)
Below is a cluster of 2 separate species, C14H32F4N4O9PS in total, with properties calculated with ωB97M-V with the def2-TZVPD basis set.

Properties
charge = +1
highest occupied orbital energy = -11.4 eV
energy above the lowest of the compared OMol25 structures with the same formula, charge and spin = 0.00 kJ/mol

Structure (XYZ):
```
65
Properties=species:S:1:pos:R:3:forces:R:3:mulliken_charge:R:1
C 2.73120 0.15275 0.82907 0.00 0.03 0.26 -1.06
C 1.59970 -0.80050 0.49090 0.09 0.08 -0.37 0.54
O 0.71618 -0.91295 1.59213 0.09 -0.24 0.21 -0.42
C -0.65289 -0.89614 1.32222 -0.28 0.00 0.00 -1.65
C -1.20645 0.43295 1.91326 -0.16 0.11 0.02 1.18
P -0.61948 0.45244 3.71855 -0.34 -0.29 -0.19 0.89
O 0.60895 1.19325 3.92169 0.18 0.21 0.09 -0.75
O -1.89102 0.86586 4.60575 0.12 0.10 0.10 -0.50
O -0.49715 -1.09892 4.08103 -0.01 0.00 -0.14 -0.58
O -0.43703 1.48867 1.28922 0.08 -0.14 -0.20 -0.38
S -0.97831 1.79619 -0.16842 -0.10 0.05 0.40 1.14
O -0.42673 0.90911 -1.13957 -0.01 0.10 -0.27 -0.51
O -0.84379 3.18999 -0.35451 0.01 0.10 -0.19 -0.62
O -2.46431 1.32362 0.10298 0.17 -0.11 0.00 -0.37
C -2.68215 0.83516 1.45405 -0.05 0.07 0.11 0.84
C -3.48430 1.87435 2.25994 -0.10 0.04 -0.08 -2.35
C -3.07345 3.36047 2.36397 -0.03 -0.10 -0.08 0.57
N -4.04593 3.92073 3.30621 0.28 0.06 0.03 -0.69
N -3.23786 3.98933 1.06476 -0.09 0.27 0.13 -0.50
N -1.70601 3.48785 2.84969 0.05 -0.01 0.21 -0.42
C -3.65960 -0.36515 1.26567 0.05 0.02 0.05 0.80
F -4.68898 0.04832 0.50067 -0.02 -0.08 0.07 -0.29
F -3.07971 -1.39124 0.59801 -0.07 0.14 -0.08 -0.33
C -4.20910 -0.92542 2.62316 0.06 -0.02 -0.08 0.38
F -5.44841 -0.45230 2.84491 0.05 0.04 -0.02 -0.29
F -4.27017 -2.27250 2.55459 -0.03 -0.01 0.01 -0.32
H 3.19684 0.52258 -0.08297 0.09 -0.07 0.03 0.11
H 2.35400 1.00378 1.39899 -0.08 -0.04 -0.09 0.31
H 3.49202 -0.33178 1.44246 -0.02 0.02 -0.03 0.37
H 1.04429 -0.44115 -0.37955 0.16 -0.05 0.12 -0.39
H 1.99694 -1.79727 0.24800 -0.04 0.03 0.06 0.42
H -0.87704 -0.93606 0.25564 0.15 -0.05 0.07 0.83
H -1.12767 -1.75404 1.79758 0.02 0.04 -0.01 0.46
H -1.58488 1.30734 5.41513 -0.13 0.02 -0.15 0.37
H -1.32850 -1.53533 4.30364 0.06 0.05 0.13 0.39
H -4.49529 1.88559 1.85077 0.07 -0.04 -0.07 0.65
H -3.56358 1.50997 3.27381 -0.04 -0.10 0.21 0.53
H -3.90551 3.55918 4.24526 -0.04 -0.04 -0.04 0.25
H -3.91990 4.92864 3.34275 -0.06 -0.05 0.01 0.29
H -4.20245 4.28569 0.95366 0.02 -0.14 -0.08 0.27
H -2.65037 4.81186 0.98792 -0.01 -0.05 0.00 0.26
H -1.02991 3.70849 2.12921 -0.05 -0.07 -0.02 0.18
H -1.64744 4.17588 3.58785 0.03 0.06 -0.11 0.29
H -3.57986 -0.65168 3.47357 0.04 0.01 -0.01 0.15
C 4.77680 -2.50339 -3.47962 0.02 -0.04 -0.06 -0.83
N 3.49081 -2.62641 -4.24560 0.00 -0.02 -0.02 -0.04
C 3.18915 -4.08175 -4.41779 -0.01 0.02 -0.01 -0.88
C 3.65281 -2.00136 -5.59036 0.03 0.00 0.01 -0.88
C 2.32136 -2.01420 -3.50413 -0.04 0.01 0.02 -0.76
C 2.34120 -0.51604 -3.31807 -0.02 0.02 0.09 -0.14
O 3.46777 -0.15989 -2.53889 -0.05 0.12 -0.18 -0.56
H 5.50169 -3.17159 -3.93899 0.00 0.01 -0.01 0.38
H 5.12299 -1.47833 -3.51995 -0.05 0.02 0.06 0.38
H 4.59830 -2.79100 -2.44749 0.00 -0.01 0.00 0.35
H 4.00555 -4.54510 -4.96529 0.00 0.00 0.01 0.40
H 2.26006 -4.18997 -4.97184 0.00 0.00 0.00 0.39
H 3.09350 -4.53739 -3.43536 0.00 0.00 0.00 0.38
H 3.93360 -0.95980 -5.46847 0.00 0.00 0.00 0.37
H 2.71434 -2.08008 -6.13460 0.00 -0.01 0.00 0.36
H 4.43856 -2.53072 -6.12374 0.00 0.00 0.00 0.40
H 2.28435 -2.51481 -2.53662 0.01 0.03 0.01 0.49
H 1.43086 -2.28051 -4.07385 0.00 -0.03 0.03 0.30
H 1.40729 -0.26995 -2.80155 -0.03 0.02 -0.03 0.07
H 2.32912 0.01112 -4.27706 0.01 -0.03 -0.02 0.49
H 3.41503 0.78355 -2.34434 0.04 -0.06 0.06 0.31
```
Positions in Å, forces in eV/Å.